18
Properties=species:S:1:pos:R:3 method="wB97M-V/def2-TZVPD" orbital_gap_ev=8.23 total_energy_ha=-289.817556 smiles="C=CNC/C=C/C" e_lumo_ev=0.68 relative_energy_kcal_mol=96.72
N -0.19 -1.06 1.05
C 1.14 1.27 -2.27
C 0.69 0.53 -1.02
C 0.81 -0.04 1.36
C 1.12 0.85 0.22
C -1.55 -0.97 1.37
C -2.50 -1.34 0.46
H -0.09 -0.22 -1.16
H 1.81 1.68 0.19
H -3.20 -0.61 0.04
H 0.24 -1.99 1.17
H 1.75 -0.49 1.72
H 0.50 0.85 -3.07
H 0.60 0.62 2.24
H -1.77 -0.26 2.18
H -2.73 -2.34 0.14
H 1.14 2.37 -2.19
H 2.23 1.15 -2.44